One molecule with the formula C2O in a non-equilibrium geometry, computed with ωB97M-V/def2-TZVPD.

The geometry in XYZ format:
```
3
Properties=species:S:1:pos:R:3
C -1.308 -0.028 -0.028
C 1.311 -0.028 -0.028
O -0.003 0.056 0.055
```

Computed properties:
E_HOMO (spin up / spin down)   -8.58 / -8.57 eV
Gap between HOMO and LUMO (spin up / spin down)   7.28 / 7.27 eV
Total charge   0
Total energy   -4112.789 eV

List of Mulliken charges in e, atom by atom:
1 C 0.016
2 C 0.004
3 O -0.020


A 2-piece molecular cluster, C2O2S overall in a non-equilibrium geometry, computed with ωB97M-V/def2-TZVPD.

The geometry in XYZ format:
```
5
Properties=species:S:1:pos:R:3
C -0.923 -0.141 -1.486
C 0.538 -0.214 1.201
O -0.991 0.906 -1.919
O -0.418 -0.021 1.829
S 1.794 -0.529 0.375
```

Computed properties:
E_HOMO   -10.83 eV
Gap between HOMO and LUMO   11.53 eV
Total charge   0
Total energy   -17004.161 eV

List of Mulliken charges in e, atom by atom:
1 C 0.138
2 C 0.638
3 O -0.148
4 O -0.333
5 S -0.296


A 2-piece molecular cluster, C2O3S2 overall in a non-equilibrium geometry, computed with ωB97M-V/def2-TZVPD.

The geometry in XYZ format:
```
7
Properties=species:S:1:pos:R:3
O -0.207 -1.455 0.147
S -1.541 -1.068 -0.242
C -1.635 0.759 -0.465
O -1.869 0.434 0.697
O 0.736 1.214 -0.106
C 1.652 0.520 -0.099
S 2.864 -0.406 0.067
```

Computed properties:
E_HOMO   -9.34 eV
Gap between HOMO and LUMO   9.19 eV
Total charge   0
Total energy   -29883.111 eV

List of Mulliken charges in e, atom by atom:
1 O -0.449
2 S 0.425
3 C 0.102
4 O -0.082
5 O -0.399
6 C 0.727
7 S -0.324


A 2-piece molecular cluster, C2S3 overall in a non-equilibrium geometry, computed with ωB97M-V/def2-TZVPD.

The geometry in XYZ format:
```
5
Properties=species:S:1:pos:R:3
C 0.777 0.143 -1.367
C -1.018 0.531 1.963
S 1.502 1.515 -1.380
S 0.018 -1.220 -1.443
S -1.278 -0.968 2.227
```

Computed properties:
E_HOMO   -9.70 eV
Gap between HOMO and LUMO   9.39 eV
Total charge   0
Total energy   -34577.229 eV

List of Mulliken charges in e, atom by atom:
1 C 0.482
2 C 0.029
3 S -0.242
4 S -0.241
5 S -0.028


C30H10Cl2F4N8O2Ru as an isolated structure in a non-equilibrium geometry, computed with ωB97M-V/def2-TZVPD.

The geometry in XYZ format:
```
57
Properties=species:S:1:pos:R:3
Ru -1.391 0.935 0.822
Cl -7.103 3.352 -1.988
C -5.463 3.051 -1.601
C -5.160 2.216 -0.558
C -3.810 1.970 -0.236
N -3.357 1.186 0.774
C -4.135 0.544 1.727
O -5.337 0.585 1.822
C -3.285 -0.279 2.671
C -3.905 -1.029 3.653
C -3.124 -1.802 4.500
C -1.749 -1.790 4.338
C -1.202 -1.000 3.339
N -1.945 -0.259 2.516
C -2.765 2.607 -1.013
C -3.107 3.461 -2.076
C -4.430 3.677 -2.366
Cl -4.845 4.714 -3.662
N -1.506 2.309 -0.600
C -0.334 2.836 -1.106
O -0.219 3.647 -1.994
C 0.879 2.255 -0.407
C 2.139 2.673 -0.797
C 3.248 2.140 -0.158
C 3.055 1.214 0.855
C 1.761 0.848 1.190
N 0.690 1.346 0.573
H -5.947 1.753 0.016
H -4.983 -0.996 3.725
H -3.581 -2.406 5.271
H -1.099 -2.385 4.962
H -0.131 -0.963 3.185
H -2.337 3.941 -2.658
H 2.218 3.404 -1.589
H 4.245 2.448 -0.442
H 3.888 0.783 1.393
H 1.566 0.131 1.979
F 1.150 -0.615 -1.926
C 2.107 -1.500 -1.648
C 3.297 -1.382 -2.278
F 3.459 -0.386 -3.136
C 4.391 -2.288 -2.037
C 4.106 -3.335 -1.087
C 2.916 -3.435 -0.445
F 2.735 -4.421 0.422
C 1.842 -2.512 -0.666
C 0.650 -2.570 0.036
C -0.416 -1.673 -0.174
N -1.346 -0.991 -0.274
C 0.401 -3.460 1.125
N 0.131 -4.068 2.061
F 5.041 -4.228 -0.823
C 5.614 -2.157 -2.653
C 6.707 -3.045 -2.435
N 7.627 -3.722 -2.317
C 5.924 -1.097 -3.555
N 6.225 -0.233 -4.249
```

Computed properties:
Multiplicity   2
Expectation value of S²   0.7775
E_HOMO (spin up / spin down)   -10.46 / -10.68 eV
Gap between HOMO and LUMO (spin up / spin down)   3.81 / 4.01 eV
Total charge   +1
Total energy   -85775.535 eV

List of Mulliken charges in e, atom by atom:
1 Ru 0.666
2 Cl -0.170
3 C 0.092
4 C -0.742
5 C 0.237
6 N -0.038
7 C 0.044
8 O -0.647
9 C 0.507
10 C -0.595
11 C -0.320
12 C -0.939
13 C 0.078
14 N 0.052
15 C 0.127
16 C -0.718
17 C 0.102
18 Cl -0.172
19 N -0.097
20 C 0.029
21 O -0.653
22 C 0.552
23 C -0.550
24 C -0.495
25 C -0.913
26 C -0.003
27 N 0.164
28 H 0.693
29 H 0.491
30 H 0.446
31 H 0.449
32 H 0.394
33 H 0.694
34 H 0.505
35 H 0.504
36 H 0.522
37 H 0.290
38 F -0.395
39 C 0.073
40 C 0.557
41 F -0.313
42 C 0.066
43 C 0.208
44 C 0.035
45 F -0.291
46 C 0.895
47 C 0.767
48 C 0.484
49 N -0.523
50 C -0.463
51 N -0.482
52 F -0.279
53 C 1.223
54 C -0.177
55 N -0.399
56 C -0.153
57 N -0.420


Energy relative to the best compared isomer or geometry (same formula, charge and spin) across the listed records, respectively: 2.190, 0.028, 0.000, 0.014, 0.663 eV.